#A
26
Properties=species:S:1:pos:R:3 method="wB97M-V/def2-TZVPD" orbital_gap_ev=8.33 charge=0 smiles="CN1[C@@H]2CCC[C@H]1CC(=O)C2" e_homo_ev=-7.67
O -3.381 0.127 -0.596
N 0.016 -0.139 0.695
C -0.236 -0.831 1.978
C 2.089 0.358 -0.731
C 1.634 -1.231 -0.602
C -1.474 -1.252 -0.617
C 0.032 -0.974 -0.500
C 1.372 1.546 0.093
C -1.513 1.538 0.262
C -2.180 0.233 -0.430
C -0.105 1.183 0.011
H -1.860 -1.524 -1.605
H 3.170 0.546 -0.758
H 1.652 2.487 -0.476
H -2.042 -1.894 0.089
H -1.768 1.574 1.271
H 0.236 -1.932 1.869
H 1.641 0.671 -1.778
H 1.859 -1.877 0.311
H 1.942 -1.997 -1.505
H 0.147 -0.323 2.911
H 1.945 1.692 0.970
H -0.083 0.940 -1.069
H -1.759 2.415 -0.381
H -0.054 -0.435 -1.441
H -1.279 -0.904 2.029

#B
26
Properties=species:S:1:pos:R:3 method="wB97M-V/def2-TZVPD" orbital_gap_ev="4.84 / 4.84" charge=0 e_homo_ev="-6.93 / -6.93"
O 1.222 1.807 0.358
N 1.256 -1.505 -1.590
C -0.795 2.972 0.320
C 2.509 -2.008 -1.085
C -2.223 0.647 1.755
C -0.813 0.542 1.085
C 1.034 -3.749 -1.170
C 0.418 -2.623 -1.696
C 1.002 -0.240 -1.968
C 2.308 -3.313 -0.837
C -0.036 1.881 0.981
H -2.147 0.071 2.649
H 0.275 2.153 2.013
H -1.136 2.636 -0.690
H -0.176 -0.217 1.677
H -2.447 1.648 1.977
H 3.318 -1.353 -0.938
H -2.891 0.276 1.015
H 0.818 -4.769 -1.224
H -0.525 -2.397 -2.021
H -0.805 0.225 0.005
H 1.688 0.492 -1.653
H 0.051 0.142 -2.412
H 3.236 -3.927 -0.583
H -1.641 3.301 0.842
H -0.063 3.827 0.166

Least stable = #A

#A
90
Properties=species:S:1:pos:R:3 method="wB97M-V/def2-TZVPD" orbital_gap_ev=9.58 charge=0 smiles=CCO.CCO.CCO.CCO.CCO.CCO.CCO.CCO.CCO.CCO e_homo_ev=-9.50
O 39.682 7.150 15.415
O 38.755 14.060 17.669
O 44.755 7.741 17.057
O 43.066 15.389 17.083
O 46.684 11.292 12.566
O 37.721 9.364 12.061
O 45.021 11.705 19.133
O 42.392 7.762 15.359
O 43.752 12.797 16.828
O 47.434 14.914 18.921
C 38.486 12.637 17.583
C 43.892 7.067 19.204
C 39.022 7.337 16.658
C 45.767 12.142 13.194
C 38.954 9.627 12.808
C 46.452 13.015 14.213
C 42.920 12.270 20.143
C 44.464 12.207 20.317
C 42.896 11.780 16.440
C 39.818 8.311 17.528
C 38.984 12.002 18.791
C 47.049 15.651 16.674
C 43.386 17.707 16.470
C 44.362 8.275 18.280
C 43.724 8.452 13.457
C 42.044 12.451 15.332
C 42.359 8.496 14.056
C 43.163 16.279 15.900
C 46.525 14.791 17.777
C 39.934 10.733 12.205
H 44.600 6.221 19.511
H 38.576 12.199 19.715
H 39.437 11.784 12.164
H 37.577 8.404 12.098
H 38.544 9.869 13.848
H 42.640 13.159 19.471
H 41.830 8.104 13.178
H 42.419 16.145 15.210
H 39.292 8.813 18.306
H 44.478 12.348 17.332
H 44.387 8.911 14.313
H 40.291 10.479 11.255
H 38.532 14.642 16.908
H 38.904 6.378 17.015
H 44.699 13.188 20.254
H 47.664 15.232 15.902
H 42.450 12.632 20.958
H 41.255 11.885 14.934
H 44.012 17.852 17.183
H 47.147 15.422 19.724
H 46.595 13.840 17.523
H 47.289 10.870 13.220
H 43.819 8.703 12.394
H 42.023 9.380 14.185
H 47.306 13.706 13.819
H 38.096 7.727 16.151
H 38.889 12.323 16.586
H 42.324 11.040 17.212
H 45.196 8.800 18.697
H 43.938 15.948 15.316
H 42.375 18.104 17.017
H 45.200 12.730 12.337
H 43.989 7.444 13.416
H 42.854 6.648 18.900
H 37.404 12.609 17.373
H 43.402 11.055 15.864
H 40.080 12.158 18.729
H 43.502 8.929 18.224
H 44.010 7.444 16.624
H 38.602 11.005 18.865
H 45.978 11.505 19.434
H 45.968 13.684 14.857
H 45.425 14.759 18.105
H 42.748 12.799 14.536
H 40.590 7.944 17.959
H 47.511 16.579 16.930
H 41.483 13.175 15.984
H 43.683 18.249 15.614
H 40.161 9.147 17.017
H 40.771 10.646 12.755
H 45.109 11.544 13.687
H 47.003 12.273 14.901
H 44.787 11.591 21.218
H 42.490 11.335 19.731
H 39.572 8.716 12.935
H 39.082 6.779 14.700
H 41.481 7.623 15.464
H 43.003 14.419 16.741
H 46.134 15.996 15.938
H 43.629 7.520 20.285

#B
90
Properties=species:S:1:pos:R:3 method="wB97M-V/def2-TZVPD" orbital_gap_ev=9.90 charge=0 smiles=CCO.CCO.CCO.CCO.CCO.CCO.CCO.CCO.CCO.CCO e_homo_ev=-9.60
O -0.230 2.786 2.411
O -2.177 -1.508 2.855
O 2.187 2.534 0.917
O -4.346 -0.219 3.943
O -2.894 3.057 1.193
O -1.380 -3.449 -1.124
O 7.828 2.499 -0.889
O -0.885 -1.125 0.287
O 4.125 -3.086 -4.254
O -3.161 -1.792 -5.303
C 0.894 -0.060 -0.877
C -4.834 0.600 2.947
C -1.553 2.026 4.252
C -2.879 2.182 0.058
C -0.651 1.606 3.106
C 0.473 -0.861 0.359
C 5.570 1.674 -1.576
C 3.009 3.704 1.134
C -1.686 -2.298 3.888
C -2.463 -3.641 4.131
C 4.364 -1.010 -3.193
C -2.107 -1.883 -4.371
C -2.302 -0.812 -3.337
C -4.877 -0.308 1.689
C -0.624 -5.157 -2.540
C -0.224 -3.860 -1.854
C -2.190 2.856 -1.133
C 3.502 -2.265 -3.263
C 2.155 4.895 0.723
C 6.454 2.450 -0.559
H 1.179 4.927 1.208
H -1.248 -2.557 -0.797
H 6.032 0.805 -2.044
H -1.180 0.908 2.458
H -0.982 2.592 4.989
H -1.241 3.317 -0.861
H 4.584 1.424 -1.184
H 5.416 -1.224 -3.009
H 0.573 -0.633 -1.747
H 3.884 3.599 0.492
H 6.391 1.929 0.397
H -2.164 -4.165 5.038
H -2.710 3.721 -1.543
H 4.252 -0.385 -4.079
H 3.510 -3.781 -4.501
H -3.526 -3.505 4.330
H 0.998 -1.811 0.257
H -1.682 -1.692 4.794
H 3.257 3.726 2.195
H -3.902 1.877 -0.165
H -2.033 2.198 -1.989
H 0.168 -3.065 -2.489
H -1.145 -1.871 -4.885
H 2.044 4.840 -0.360
H -2.376 2.611 3.841
H 0.719 -0.246 1.225
H -1.250 -4.901 -3.395
H 3.995 -0.394 -2.373
H 5.240 2.363 -2.354
H 6.092 3.436 -0.269
H 0.537 2.586 1.871
H 2.748 5.802 0.844
H -2.270 1.306 0.280
H -2.002 3.112 1.543
H 8.153 3.296 -0.463
H 0.194 1.056 3.521
H -5.442 -1.214 1.911
H -2.916 -2.172 -6.150
H -5.787 1.088 3.151
H -4.378 0.231 4.791
H 0.215 -5.808 -2.784
H -2.171 -2.830 -3.836
H 3.430 -2.770 -2.300
H -1.183 -1.111 1.199
H -4.046 1.331 2.768
H -5.366 0.310 0.935
H -2.240 0.201 -3.734
H -0.628 -2.456 3.679
H -3.201 -0.841 -2.722
H 0.392 0.908 -0.890
H 2.766 1.770 0.980
H 1.945 0.206 -0.993
H -3.897 -0.636 1.342
H 2.469 -2.101 -3.569
H -2.886 -0.959 3.197
H -2.332 -4.310 3.280
H -1.551 -0.906 -2.552
H -1.153 -5.813 -1.848
H 0.538 -4.056 -1.100
H -1.930 1.196 4.850

#C
90
Properties=species:S:1:pos:R:3 method="wB97M-V/def2-TZVPD" orbital_gap_ev=10.04 charge=0 smiles=CCO.CCO.CCO.CCO.CCO.CCO.CCO.CCO.CCO.CCO e_homo_ev=-9.86
O -18.974 -4.848 -21.430
O -9.174 -12.372 -21.871
O -10.050 -5.831 -17.497
O -11.474 -6.429 -25.183
O -11.870 -8.398 -23.275
O -15.000 -3.211 -17.042
O -8.946 -8.182 -18.967
O -12.884 -10.825 -24.295
O -12.905 -14.195 -19.800
O -14.637 -4.308 -26.581
C -17.793 -4.422 -22.190
C -15.350 -4.589 -16.899
C -11.727 -4.164 -17.903
C -8.374 -7.669 -21.241
C -14.954 -5.408 -25.730
C -13.100 -11.897 -20.768
C -11.202 -5.551 -18.291
C -14.346 -10.857 -24.175
C -11.270 -6.889 -26.531
C -14.879 -11.974 -25.073
C -9.062 -10.665 -23.676
C -15.258 -6.669 -26.491
C -11.899 -8.252 -26.680
C -8.963 -8.711 -20.312
C -9.919 -11.364 -22.660
C -16.931 -5.616 -22.511
C -13.650 -7.232 -22.118
C -12.663 -13.372 -20.955
C -12.358 -7.962 -21.973
C -15.071 -5.037 -15.509
H -12.897 -8.238 -26.235
H -12.004 -6.285 -18.131
H -15.071 -2.964 -17.968
H -14.286 -4.648 -27.409
H -11.127 -3.323 -18.230
H -15.222 -11.547 -26.018
H -11.055 -5.566 -25.084
H -18.099 -3.919 -23.125
H -11.729 -6.188 -27.246
H -15.650 -4.501 -14.757
H -13.150 -13.781 -21.836
H -8.033 -8.212 -18.665
H -11.339 -9.010 -26.132
H -11.975 -8.529 -27.728
H -16.011 -5.292 -23.017
H -9.216 -13.216 -22.330
H -8.407 -8.026 -22.285
H -12.369 -13.842 -19.085
H -14.755 -5.191 -17.614
H -11.578 -13.353 -21.151
H -12.579 -11.470 -19.906
H -8.183 -10.256 -23.168
H -14.416 -7.058 -27.068
H -17.204 -3.675 -21.631
H -15.754 -12.450 -24.622
H -8.659 -11.332 -24.439
H -9.976 -8.979 -20.575
H -7.326 -7.449 -21.045
H -16.384 -4.789 -17.205
H -8.958 -6.746 -21.274
H -11.716 -7.602 -23.838
H -10.939 -5.531 -19.363
H -11.866 -4.116 -16.815
H -13.545 -6.210 -22.496
H -8.297 -9.576 -20.407
H -15.553 -7.448 -25.776
H -10.204 -6.911 -26.797
H -14.173 -7.205 -21.159
H -16.121 -6.520 -27.141
H -14.267 -7.716 -22.880
H -14.578 -10.995 -23.109
H -12.749 -11.337 -21.647
H -11.562 -7.353 -21.521
H -10.253 -10.628 -21.926
H -12.767 -4.055 -18.239
H -12.536 -10.096 -23.741
H -14.138 -12.737 -25.283
H -16.620 -6.187 -21.640
H -9.652 -9.842 -24.085
H -14.179 -11.806 -20.670
H -14.017 -4.892 -15.261
H -14.724 -9.875 -24.508
H -15.871 -5.119 -25.209
H -12.461 -8.867 -21.371
H -17.363 -6.298 -23.248
H -9.693 -6.705 -17.749
H -14.181 -5.513 -24.961
H -15.292 -6.102 -15.421
H -10.795 -11.867 -23.083
H -19.380 -4.062 -21.046

#D
90
Properties=species:S:1:pos:R:3 method="wB97M-V/def2-TZVPD" orbital_gap_ev=9.51 charge=0 smiles=CCO.CCO.CCO.CCO.CCO.CCO.CCO.CCO.CCO.CCO e_homo_ev=-9.49
O 1.000 0.515 -1.170
O 1.414 0.338 3.550
O 2.117 -0.007 -3.652
O 1.681 -5.631 1.747
O -3.147 -2.333 3.916
O -4.166 -4.848 -1.545
O -2.099 1.358 -3.901
O 0.292 2.969 -3.691
O -2.665 6.041 2.589
O 2.364 1.116 1.049
C 2.527 3.420 1.750
C 1.427 -3.862 0.055
C -0.917 -2.996 3.276
C 3.542 -0.201 4.627
C 3.039 -1.063 -4.053
C -2.607 4.620 2.663
C 2.450 -2.399 -3.661
C 2.347 -4.751 0.862
C -4.299 -3.886 -0.505
C -2.206 -3.400 3.968
C -1.510 4.003 1.815
C -2.788 3.331 -5.073
C -0.594 -0.264 0.420
C -3.255 2.046 -4.451
C -3.034 -3.742 0.328
C 0.242 3.624 -2.437
C 3.153 2.296 0.947
C -0.136 -0.318 -1.015
C 2.220 -0.701 4.037
C 1.423 4.604 -2.319
H -2.696 -4.716 0.673
H -0.944 -0.031 -1.703
H 1.876 4.751 -3.300
H -3.562 4.269 2.281
H -1.544 -0.774 0.568
H -0.463 2.366 -3.747
H -4.579 -2.920 -0.938
H 2.950 -5.329 0.145
H 2.510 3.191 2.815
H 3.988 -0.906 -3.544
H -5.117 -4.231 0.125
H 0.865 -5.909 1.319
H -1.832 6.393 2.916
H 1.508 3.618 1.414
H 2.443 -1.430 3.236
H -1.771 4.037 0.759
H 1.340 0.409 -2.075
H -2.228 0.423 -4.081
H 2.190 4.203 -1.660
H -1.464 2.955 2.129
H 2.160 -2.378 -2.611
H 0.666 -4.436 -0.470
H -0.626 -1.961 3.418
H -2.639 -4.289 3.491
H -0.684 4.181 -2.241
H 2.040 0.890 0.160
H 3.272 2.598 -0.094
H 0.920 -3.112 0.675
H -0.931 -3.325 2.232
H -2.273 -3.183 -0.223
H -1.990 -3.691 5.003
H 4.311 -0.975 4.628
H 1.657 -1.303 4.755
H 3.179 -3.202 -3.776
H 3.406 0.152 5.650
H 0.144 -1.341 -1.310
H -3.648 -4.468 -2.259
H 3.147 -0.995 -5.134
H -3.867 -2.520 4.524
H 3.900 0.633 4.021
H 1.565 -2.616 -4.260
H 4.141 2.107 1.382
H -3.975 2.229 -3.652
H 3.062 -4.157 1.430
H -2.447 4.303 3.697
H 1.685 0.543 2.641
H 0.122 -0.812 1.046
H -0.534 4.446 1.999
H -3.581 3.894 -5.557
H -0.126 -3.665 3.639
H 1.902 0.514 -4.432
H -3.257 -3.104 1.191
H 0.319 2.891 -1.625
H 1.078 5.577 -1.975
H -1.995 3.127 -5.798
H 2.079 -3.224 -0.549
H 3.101 4.345 1.629
H -0.562 0.757 0.798
H -3.718 1.384 -5.185
H -2.287 3.940 -4.315

Least stable = #A

#A
8
Properties=species:S:1:pos:R:3 method="wB97M-V/def2-TZVPD" orbital_gap_ev="7.25 / 7.24" charge=0 e_homo_ev="-10.10 / -10.09"
S -2.278 1.235 0.335
F -3.267 -0.972 -0.675
N -0.931 0.255 0.572
C -0.088 -0.384 -0.458
H 0.737 -0.824 0.135
H 0.269 0.467 -1.106
H -1.293 -0.223 1.427
H -0.599 -1.100 -1.073

#B
8
Properties=species:S:1:pos:R:3 method="wB97M-V/def2-TZVPD" orbital_gap_ev=9.85 charge=0 smiles=CNSF e_homo_ev=-8.97
S -0.979 1.330 -0.831
F -1.912 0.195 -1.676
N -0.284 0.643 0.478
C 0.903 -0.451 0.305
H 0.510 -1.441 -0.113
H 1.246 -0.458 1.316
H -0.964 0.399 1.162
H 1.480 -0.217 -0.642

Least stable = #A

#A
17
Properties=species:S:1:pos:R:3 method="wB97M-V/def2-TZVPD" orbital_gap_ev="7.47 / 3.28" charge=+1 e_homo_ev="-12.02 / -12.02" multiplicity=2
N 3.304 1.308 -0.857
N 0.480 -0.103 1.038
N -3.228 -0.436 -0.736
C -2.560 -0.969 0.479
C 1.741 0.409 0.725
C 2.005 0.742 -0.569
H 3.694 0.863 -1.702
H -2.209 -0.137 1.102
H 0.541 -1.141 1.227
H 2.487 0.640 1.495
H -3.327 -1.608 0.934
H 3.243 2.326 -1.185
H -2.547 0.078 -1.307
H 1.386 0.503 -1.456
H 0.226 0.245 1.964
H -3.545 -1.103 -1.389
H -1.690 -1.617 0.238

#B
17
Properties=species:S:1:pos:R:3 method="wB97M-V/def2-TZVPD" orbital_gap_ev="4.50 / 5.76" charge=+1 e_homo_ev="-13.19 / -13.83" multiplicity=2
N -2.341 1.707 -1.928
N 2.102 -1.551 0.803
N -0.920 1.061 -0.201
C -2.108 0.697 -0.821
C -0.031 -0.022 0.064
C 2.993 -1.549 1.977
H 0.539 -0.214 -0.861
H 3.475 -2.488 2.240
H 2.147 -1.085 2.517
H -2.042 -0.272 -1.317
H 1.628 -2.460 0.807
H 0.612 0.299 0.879
H -2.268 1.206 -2.815
H -0.569 -0.893 0.457
H 3.825 -0.859 1.836
H -2.965 0.817 -0.137
H -1.530 2.328 -2.019

Least stable = #B